19
Properties=species:S:1:pos:R:3:forces:R:3 method="wB97M-V/def2-TZVPD" total_energy_ev=-12986.079 smiles="CN1CCC#C[C@@H](O)C1=O" homo_lumo_gap_ev=10.10 homo_energy_ev=-9.4 de_lowest_kj_mol=426.1
C -0.2278 -2.0643 0.3528 -0.363 0.191 -0.622
C -1.2434 -1.4857 0.0409 0.248 -1.216 0.939
C -0.9438 0.8037 -0.1694 -0.284 -1.652 -0.479
C 1.2130 -1.8427 0.3941 1.671 1.595 -0.396
C 1.2839 -0.4643 -0.4778 -1.941 -1.930 -1.007
C -2.0135 -0.3541 -0.4331 0.016 -0.960 -2.447
C 1.0786 1.7621 0.4576 3.812 -0.944 -1.716
N 0.4181 0.6236 -0.1140 -0.142 -0.458 0.407
O -1.4154 1.8523 0.1670 -1.335 1.601 0.313
O -3.2448 -0.1240 0.2049 0.709 2.891 0.477
H 1.6218 -1.7585 1.4377 -0.454 0.118 -0.943
H 1.9510 -2.4602 -0.1841 -1.185 -0.211 0.618
H 2.2515 -0.0938 -0.6700 1.341 0.516 0.415
H 0.9501 -0.7535 -1.4931 0.175 -0.478 0.436
H -2.2433 -0.5920 -1.5878 0.753 1.032 2.157
H 0.3147 2.2014 0.9461 -1.473 2.448 2.037
H 1.9732 1.4801 1.0744 -1.120 -0.059 -0.178
H 1.5310 2.3733 -0.3590 -0.606 0.083 0.559
H -3.2550 0.8966 0.4129 0.178 -2.566 -0.570